The following is a DFT calculation (ωB97M-V/def2-TZVPD) of a structure of composition C66H49AsN4NiO4.

```
125
Properties=species:S:1:pos:R:3:mulliken_charge:R:1
Ni 1.140 -0.202 1.055 -0.27
C -0.535 -6.458 8.464 -0.86
O -1.210 -6.450 7.223 -0.46
C -0.893 -5.463 6.344 0.81
C -0.141 -4.340 6.663 -0.75
C 0.134 -3.395 5.682 -0.32
C -0.316 -3.554 4.378 -0.27
C -1.079 -4.682 4.077 -0.06
C -1.373 -5.620 5.046 -0.82
C 0.071 -2.564 3.330 0.48
C -0.451 -1.273 3.427 0.15
C -1.508 -0.902 4.333 -1.39
C -1.703 0.429 4.180 -1.32
C -0.741 0.885 3.205 0.47
N -0.029 -0.177 2.736 0.10
C -0.541 2.226 2.850 0.83
C 0.372 2.654 1.879 0.70
C 0.706 4.037 1.630 -1.47
C 1.666 4.045 0.679 -1.61
C 1.934 2.669 0.345 0.49
C 2.888 2.273 -0.592 0.00
C 3.693 3.338 -1.258 -0.54
C 4.730 3.947 -0.562 -0.08
C 5.517 4.932 -1.145 -0.72
C 5.262 5.327 -2.452 1.03
O 5.955 6.289 -3.114 -0.46
C 6.932 7.005 -2.388 -0.85
C 4.234 4.713 -3.165 -0.92
C 3.461 3.733 -2.574 0.36
C 3.213 0.947 -0.890 0.86
N 2.718 -0.157 -0.264 0.01
C 3.397 -1.231 -0.760 0.37
C 3.295 -2.550 -0.302 0.68
C 4.265 -3.541 -0.846 -0.18
C 3.859 -4.665 -1.564 -0.28
C 4.783 -5.533 -2.110 -0.92
C 6.148 -5.310 -1.941 0.89
O 6.980 -6.196 -2.548 -0.46
C 8.367 -5.932 -2.498 -0.86
C 6.569 -4.227 -1.180 -0.66
C 5.629 -3.353 -0.649 -0.50
C 2.423 -2.975 0.703 0.67
C 2.409 -4.312 1.243 -1.57
C 1.535 -4.312 2.274 -1.70
C 0.998 -2.977 2.368 0.61
N 1.550 -2.191 1.398 0.17
C 4.311 -0.793 -1.789 -1.13
C 4.204 0.553 -1.861 -1.79
N 1.134 1.850 1.084 0.09
C -1.279 3.263 3.617 -0.40
C -2.110 4.195 2.990 -0.19
C -2.765 5.168 3.718 -0.93
C -2.593 5.253 5.098 0.89
O -3.271 6.251 5.722 -0.46
C -3.164 6.339 7.128 -0.84
C -1.764 4.341 5.738 -0.67
C -1.130 3.352 4.998 -0.75
H -0.788 -7.403 8.938 0.25
H -0.861 -5.637 9.110 0.31
H 0.548 -6.397 8.326 0.37
H 0.233 -4.190 7.667 0.38
H 0.727 -2.525 5.934 0.50
H -1.427 -4.827 3.066 0.65
H -1.971 -6.495 4.822 0.43
H -2.043 -1.588 4.970 0.64
H -2.438 1.051 4.662 0.67
H 0.281 4.888 2.134 0.57
H 2.155 4.898 0.239 0.50
H 4.926 3.641 0.459 0.48
H 6.317 5.378 -0.570 0.37
H 7.356 7.722 -3.086 0.24
H 7.727 6.354 -2.016 0.32
H 6.487 7.545 -1.547 0.35
H 4.052 5.026 -4.185 0.42
H 2.660 3.264 -3.133 0.51
H 2.804 -4.845 -1.710 0.67
H 4.468 -6.396 -2.684 0.42
H 8.832 -6.621 -3.198 0.25
H 8.773 -6.109 -1.498 0.33
H 8.593 -4.908 -2.805 0.35
H 7.619 -4.054 -0.991 0.41
H 5.965 -2.506 -0.064 0.52
H 3.015 -5.129 0.889 0.58
H 1.286 -5.125 2.935 0.55
H 4.944 -1.434 -2.380 0.67
H 4.741 1.231 -2.504 0.53
H -2.250 4.144 1.918 0.59
H -3.427 5.879 3.240 0.42
H -3.882 7.094 7.437 0.25
H -2.163 6.655 7.436 0.33
H -3.407 5.387 7.606 0.34
H -1.594 4.394 6.804 0.39
H -0.487 2.647 5.509 0.52
C -4.426 1.433 -2.181 -0.55
C -3.865 1.776 -0.960 -0.67
C -2.710 1.140 -0.530 0.01
C -2.117 0.156 -1.315 0.55
C -2.672 -0.173 -2.546 -0.55
C -3.824 0.467 -2.976 -0.82
As -0.608 -0.823 -0.539 2.41
C -1.571 -2.490 -0.266 0.16
C -2.517 -2.762 0.706 -0.54
C -3.148 -3.999 0.718 -0.86
C -2.801 -4.967 -0.215 -0.83
C -1.862 -4.691 -1.197 -0.75
C -1.257 -3.441 -1.246 0.09
C -0.333 -2.970 -2.294 0.74
C 0.067 -3.686 -3.416 -0.43
C 0.911 -3.097 -4.347 -0.98
C 1.360 -1.796 -4.171 -0.69
C 0.953 -1.068 -3.061 -0.79
C 0.107 -1.650 -2.133 -0.10
H -5.330 1.926 -2.517 0.37
H -4.325 2.536 -0.341 0.44
H -2.254 1.403 0.420 0.34
H -2.207 -0.930 -3.166 0.38
H -4.260 0.208 -3.933 0.41
H -2.774 -2.012 1.445 0.41
H -3.912 -4.210 1.456 0.44
H -3.274 -5.940 -0.179 0.41
H -1.621 -5.444 -1.937 0.42
H -0.280 -4.701 -3.571 0.40
H 1.229 -3.663 -5.213 0.38
H 2.027 -1.351 -4.898 0.42
H 1.294 -0.049 -2.913 0.57
```

LUMO (spin up / spin down), eV: -0.7 / -0.7
Energy relative to the best compared isomer or geometry (same formula, charge and spin), eV: 0.000
2S+1: 3
HOMO-LUMO gap (spin up / spin down), eV: 5.6 / 5.8



The following is a DFT calculation (ωB97M-V/def2-TZVPD) of a structure of composition C66H49F9O14V3.

```
141
Properties=species:S:1:pos:R:3:mulliken_charge:R:1
O -1.655 -5.093 -4.481 -0.64
V -1.145 -4.793 -3.000 1.75
O 0.322 -5.334 -2.836 -0.61
O -5.573 -5.041 2.076 -0.59
V -4.136 -5.492 2.398 1.74
O -3.690 -4.881 3.801 -0.63
O 1.117 6.008 5.968 -0.70
V 1.543 5.000 4.763 1.70
O 3.078 4.592 4.889 -0.65
C -2.109 -10.321 -1.923 -0.48
C -2.704 -9.485 -0.894 0.47
C -3.260 -10.250 0.427 0.45
O -3.629 -9.510 1.391 -0.66
C -3.176 -11.694 0.457 -0.47
C -2.643 -12.418 -0.584 0.38
C -1.990 -11.670 -1.805 0.40
O -1.304 -12.302 -2.737 -0.64
O -2.808 -13.708 -0.491 -0.64
O -2.819 -8.241 -0.954 -0.66
H -1.562 -9.885 -2.746 0.40
H -3.594 -12.160 1.337 0.42
C -1.063 -0.210 1.972 -0.51
C -0.542 1.099 2.233 0.55
C 0.114 1.850 0.941 0.49
O 0.635 2.942 1.205 -0.69
C 0.107 1.124 -0.351 -0.81
C -0.466 -0.110 -0.459 0.51
C -1.034 -0.789 0.765 0.54
O -1.565 -1.964 0.714 -0.79
O -0.485 -0.669 -1.613 -0.78
O -0.388 1.676 3.370 -0.71
H -1.414 -0.765 2.830 0.43
H 0.546 1.590 -1.220 0.45
F 9.684 -1.896 -4.118 -0.31
C 8.344 -1.987 -4.152 0.38
C 7.694 -2.861 -3.349 -0.32
C 6.272 -2.943 -3.331 -0.38
C 5.510 -2.119 -4.116 -0.58
C 6.193 -1.265 -4.971 -0.29
C 7.577 -1.192 -5.008 -0.43
H 8.334 -3.492 -2.749 0.38
H 5.808 -3.592 -2.602 0.37
H 4.448 -2.302 -4.179 0.40
H 5.604 -0.647 -5.633 0.37
H 8.059 -0.626 -5.791 0.40
F -7.313 1.398 0.338 -0.29
C -6.912 2.277 -0.613 0.40
C -7.755 3.340 -1.043 -0.45
C -7.321 4.169 -2.067 -0.29
C -6.081 3.920 -2.810 -0.45
C -5.346 2.777 -2.441 -0.44
C -5.714 2.028 -1.293 -0.46
H -8.685 3.529 -0.527 0.39
H -7.881 5.053 -2.336 0.33
H -5.759 4.555 -3.622 0.38
H -4.422 2.591 -2.968 0.40
H -5.093 1.223 -0.927 0.48
F 9.897 6.255 -2.494 -0.30
C 8.650 5.834 -2.351 0.18
C 7.694 6.694 -2.007 -0.06
C 6.413 6.279 -1.686 -0.63
C 6.202 4.882 -1.743 -0.26
C 7.161 3.978 -2.164 -0.61
C 8.418 4.459 -2.388 -0.23
H 8.020 7.719 -1.915 0.37
H 5.655 6.958 -1.323 0.38
H 5.283 4.459 -1.363 0.37
H 6.974 2.916 -2.231 0.42
H 9.122 3.705 -2.707 0.37
F -7.923 -2.203 6.014 -0.30
C -7.148 -1.531 6.860 0.44
C -7.348 -1.621 8.269 -0.45
C -6.483 -0.945 9.114 -0.26
C -5.437 -0.204 8.599 -0.53
C -5.193 -0.181 7.224 -0.30
C -6.029 -0.843 6.324 -0.52
H -8.182 -2.171 8.680 0.39
H -6.621 -0.881 10.183 0.34
H -4.742 0.265 9.280 0.35
H -4.307 0.257 6.789 0.39
H -5.851 -0.827 5.259 0.45
F 6.091 -1.888 8.442 -0.30
C 4.853 -2.362 8.353 0.43
C 3.840 -1.710 7.603 -0.53
C 2.510 -2.145 7.667 -0.25
C 2.138 -3.206 8.461 -0.58
C 3.137 -3.784 9.257 -0.24
C 4.486 -3.379 9.207 -0.38
H 4.147 -0.761 7.187 0.41
H 1.766 -1.534 7.178 0.37
H 1.097 -3.469 8.578 0.37
H 2.807 -4.568 9.923 0.33
H 5.275 -3.867 9.761 0.37
F -5.755 -3.193 -3.262 -0.27
C -6.870 -3.050 -3.928 0.35
C -8.080 -3.291 -3.409 -0.36
C -9.191 -3.200 -4.236 -0.41
C -9.028 -2.837 -5.584 -0.40
C -7.749 -2.496 -6.099 -0.48
C -6.692 -2.687 -5.244 -0.26
H -8.153 -3.493 -2.351 0.40
H -10.144 -3.496 -3.822 0.36
H -9.920 -2.715 -6.181 0.34
H -7.510 -2.139 -7.090 0.37
H -5.723 -2.433 -5.646 0.35
F 5.251 -2.118 1.593 -0.30
C 6.291 -1.503 2.185 0.38
C 7.447 -2.253 2.463 -0.68
C 8.496 -1.457 3.008 -0.18
C 8.423 -0.086 3.218 -0.49
C 7.300 0.589 2.876 -0.33
C 6.229 -0.147 2.355 -0.45
H 7.620 -3.290 2.215 0.44
H 9.450 -1.930 3.187 0.34
H 9.318 0.412 3.561 0.37
H 7.277 1.668 2.911 0.40
H 5.351 0.386 2.021 0.50
F 1.680 8.903 2.568 -0.28
C 0.959 9.937 2.169 0.30
C 0.438 9.870 0.867 -0.31
C -0.437 10.868 0.455 -0.43
C -0.731 11.942 1.299 -0.29
C -0.274 12.047 2.582 -0.46
C 0.584 11.005 3.059 -0.37
H 0.675 9.020 0.244 0.40
H -1.012 10.728 -0.448 0.34
H -1.388 12.709 0.918 0.32
H -0.440 12.929 3.182 0.37
H 0.992 11.003 4.059 0.39
F 1.905 1.602 -9.308 -0.30
C 0.584 1.785 -9.303 0.47
C -0.075 2.287 -10.420 -0.51
C -1.437 2.345 -10.308 -0.27
C -2.153 1.923 -9.141 -0.46
C -1.465 1.367 -8.062 -0.44
C -0.098 1.396 -8.136 -0.37
H 0.396 2.657 -11.319 0.40
H -1.978 2.814 -11.116 0.32
H -3.228 1.977 -9.048 0.34
H -1.979 0.951 -7.208 0.41
H 0.515 1.079 -7.305 0.40
```

LUMO, eV: -2.6
2S+1: 1
HOMO-LUMO gap, eV: 2.1
Net charge: -1